Molecular formula: CH16Na3O11
Method: DFT, ωB97M-V with the def2-TZVPD basis set

As for the energy relative to the best compared isomer or geometry (same formula, charge and spin): 1.761 eV. As for the multiplicity: 1. For the highest occupied orbital energy, the calculation gives -12.7 eV. For the frontier orbital gap, the calculation gives 6.453 eV. As for the net charge: +1. For the largest force on an atom, the calculation gives 1.42 eV/A. The lowest unoccupied orbital energy is -6.215 eV.

Positions of all 31 atoms, in Å:
Na (-3.762, -0.577, -0.863)
Na (-2.482, -0.548, 2.011)
Na (-1.068, 1.190, -3.186)
C (-0.658, 0.092, -0.101)
O (-0.056, 0.340, -1.189)
O (-0.415, -0.941, 0.614)
O (-1.665, 0.851, 0.279)
O (-1.461, -3.210, -0.514)
H (-1.100, -2.390, -0.117)
H (-2.388, -3.264, -0.275)
O (2.442, 0.500, -2.894)
H (2.707, -0.422, -2.788)
H (1.655, 0.586, -2.354)
O (-1.291, 2.828, 2.305)
H (-1.214, 2.335, 1.480)
H (-0.396, 2.839, 2.664)
O (1.295, -2.192, -2.108)
H (0.933, -1.348, -1.815)
H (1.080, -2.819, -1.412)
O (-2.510, 3.059, -1.073)
H (-1.748, 3.647, -1.027)
H (-2.196, 2.240, -0.640)
O (0.720, 0.081, 3.060)
H (0.427, -0.196, 2.180)
H (-0.080, 0.185, 3.582)
O (2.353, -1.884, 0.776)
H (1.452, -1.546, 0.705)
H (2.414, -2.265, 1.657)
O (2.420, 1.217, 0.612)
H (2.784, 0.325, 0.557)
H (1.811, 1.288, -0.126)